C7H10Cl2Si2 | ωB97M-V/def2-TZVPD

For the LUMO energy (alpha / beta), the calculation gives -0.0260 / -0.0416 hartree. For the HOMO-LUMO gap (alpha / beta), the calculation gives 6.98 / 6.51 eV.

Each line ends with the natural charge from an NBO analysis.
Element x y z (Å)
C (-0.681, -3.466, -0.084)  -0.185
C (-0.091, -2.679, -1.027)  -0.234
C (-0.591, -3.105, 1.256)  -0.217
C (0.559, -1.500, -0.694)  -0.178
C (0.031, -1.918, 1.598)  -0.195
C (0.598, -1.079, 0.650)  -0.550
C (-0.546, 3.214, -1.715)  -1.116
Si (-0.797, 3.522, 0.150)  0.768
Si (1.254, 0.606, 1.070)  1.160
Cl (1.838, 0.745, 2.985)  -0.372
Cl (2.867, 1.083, -0.042)  -0.377
H (-1.306, -4.418, -0.264)  0.225
H (-0.228, -2.883, -2.134)  0.222
H (-1.142, -3.694, 2.026)  0.222
H (1.072, -0.854, -1.510)  0.225
H (0.215, -1.485, 2.593)  0.222
H (-0.552, 2.147, -1.703)  0.239
H (-1.375, 3.720, -2.284)  0.247
H (0.491, 3.615, -1.969)  0.249
H (-2.004, 4.320, 0.183)  -0.188
H (0.388, 4.108, 0.915)  -0.168

C7H10ClCoN7O10 | ωB97M-V/def2-TZVPD

Its spin multiplicity is 4. For the LUMO energy (alpha / beta), the calculation gives -0.0324 / -0.0324 hartree. For the HOMO-LUMO gap (alpha / beta), the calculation gives 8.93 / 8.92 eV.

Each line ends with the Löwdin spin population.
Element x y z (Å)
Co (-0.112, -0.881, 0.166)  2.743
O (-0.449, -4.789, 1.103)  0.003
Cl (0.554, -4.059, 0.453)  0.002
O (1.881, -4.652, 0.493)  0.001
O (0.194, -3.700, -0.959)  -0.001
O (0.675, -2.626, 1.120)  0.039
C (0.740, 3.013, -0.553)  0.000
C (-0.516, 2.335, -0.131)  0.006
N (-0.861, 1.074, -0.144)  0.038
C (-2.146, 0.999, 0.371)  0.003
C (-2.569, 2.308, 0.645)  0.000
N (-1.526, 3.136, 0.334)  0.003
C (-3.856, 2.892, 1.098)  0.000
O (-4.826, 2.037, 1.324)  0.000
O (-3.916, 4.091, 1.367)  0.000
C (-2.771, -0.339, 0.638)  0.006
O (-4.000, -0.327, 1.004)  0.006
O (-2.022, -1.355, 0.577)  0.051
H (1.257, 3.322, 0.318)  0.000
H (0.520, 3.963, -1.078)  0.000
H (1.409, 2.321, -1.072)  0.000
H (-1.582, 4.147, 0.492)  0.000
H (-4.482, 0.998, 1.349)  0.000
N (0.321, -1.160, -1.775)  0.041
N (1.661, -1.699, -1.859)  0.002
C (2.495, -1.268, -0.863)  0.009
N (3.651, -1.916, -0.536)  0.006
N (1.895, -0.251, -0.195)  0.027
N (2.636, 0.248, 0.969)  0.003
O (3.786, -0.044, 1.185)  0.004
O (1.978, 1.043, 1.636)  0.001
H (-0.384, -1.639, -2.326)  0.002
H (0.377, -0.277, -2.296)  0.002
H (1.798, -2.708, -2.005)  0.000
H (3.908, -2.761, -0.984)  0.000
H (4.282, -1.475, 0.136)  0.000

Please write out number 2 again, unchanged.
C7H10ClCoN7O10 | ωB97M-V/def2-TZVPD

Its spin multiplicity is 4. For the LUMO energy (alpha / beta), the calculation gives -0.0324 / -0.0324 hartree. For the HOMO-LUMO gap (alpha / beta), the calculation gives 8.93 / 8.92 eV.

Each line ends with the Löwdin spin population.
Element x y z (Å)
Co (-0.112, -0.881, 0.166)  2.743
O (-0.449, -4.789, 1.103)  0.003
Cl (0.554, -4.059, 0.453)  0.002
O (1.881, -4.652, 0.493)  0.001
O (0.194, -3.700, -0.959)  -0.001
O (0.675, -2.626, 1.120)  0.039
C (0.740, 3.013, -0.553)  0.000
C (-0.516, 2.335, -0.131)  0.006
N (-0.861, 1.074, -0.144)  0.038
C (-2.146, 0.999, 0.371)  0.003
C (-2.569, 2.308, 0.645)  0.000
N (-1.526, 3.136, 0.334)  0.003
C (-3.856, 2.892, 1.098)  0.000
O (-4.826, 2.037, 1.324)  0.000
O (-3.916, 4.091, 1.367)  0.000
C (-2.771, -0.339, 0.638)  0.006
O (-4.000, -0.327, 1.004)  0.006
O (-2.022, -1.355, 0.577)  0.051
H (1.257, 3.322, 0.318)  0.000
H (0.520, 3.963, -1.078)  0.000
H (1.409, 2.321, -1.072)  0.000
H (-1.582, 4.147, 0.492)  0.000
H (-4.482, 0.998, 1.349)  0.000
N (0.321, -1.160, -1.775)  0.041
N (1.661, -1.699, -1.859)  0.002
C (2.495, -1.268, -0.863)  0.009
N (3.651, -1.916, -0.536)  0.006
N (1.895, -0.251, -0.195)  0.027
N (2.636, 0.248, 0.969)  0.003
O (3.786, -0.044, 1.185)  0.004
O (1.978, 1.043, 1.636)  0.001
H (-0.384, -1.639, -2.326)  0.002
H (0.377, -0.277, -2.296)  0.002
H (1.798, -2.708, -2.005)  0.000
H (3.908, -2.761, -0.984)  0.000
H (4.282, -1.475, 0.136)  0.000